(1)
18 unconnected molecules or ions with the total composition C53H135N5O18. Source: OMol25; level of theory: ωB97M-V/def2-TZVPD.

Last column: Mulliken charge in e.
Geometry (Å):
1 C -2.62 1.59 -4.61  -2.16
2 C -3.68 1.06 -3.55  2.06
3 C -3.48 1.76 -2.20  0.09
4 C -3.99 3.21 -2.19  -0.22
5 C -5.47 3.29 -2.57  -1.45
6 C -5.91 2.58 -3.83  1.44
7 N -5.15 1.25 -3.88  0.32
8 O -5.76 0.22 -4.85  -0.90
9 C -5.42 3.55 -5.04  -1.68
10 C -7.48 2.41 -3.89  -1.72
11 C -3.24 -0.40 -3.23  -1.58
12 H -2.69 2.67 -4.74  0.27
13 H -3.05 1.15 -5.51  0.62
14 H -1.60 1.24 -4.48  0.25
15 H -2.47 1.71 -1.80  -0.37
16 H -4.02 1.26 -1.40  -0.07
17 H -3.49 3.86 -2.91  -0.25
18 H -3.83 3.64 -1.20  0.47
19 H -5.69 4.34 -2.78  0.46
20 H -6.15 2.96 -1.79  0.33
21 H -4.44 3.94 -4.78  0.33
22 H -6.08 4.40 -5.18  0.45
23 H -5.17 3.04 -5.97  0.29
24 H -8.12 3.28 -3.79  0.37
25 H -7.82 1.71 -3.12  0.40
26 H -7.83 2.03 -4.84  0.36
27 H -4.07 -0.84 -2.67  0.19
28 H -2.32 -0.51 -2.66  0.17
29 H -3.11 -1.11 -4.04  0.49
30 C 1.90 -3.55 0.88  -1.94
31 C 1.50 -2.79 -0.38  2.54
32 C 0.03 -2.33 -0.43  -1.10
33 C -0.29 -1.13 0.46  -0.66
34 C 0.60 0.05 0.02  -1.00
35 C 2.18 -0.22 -0.10  3.05
36 N 2.46 -1.60 -0.55  1.10
37 O 3.80 -1.83 -1.06  -0.23
38 C 2.76 0.09 1.31  -1.87
39 C 2.60 0.95 -1.00  -0.77
40 C 1.68 -3.85 -1.49  -1.81
41 H 1.98 -2.94 1.78  0.05
42 H 2.82 -4.12 0.78  0.61
43 H 1.16 -4.33 1.08  0.13
44 H -0.65 -3.17 -0.28  0.37
45 H -0.21 -2.15 -1.48  0.07
46 H -0.07 -1.49 1.47  0.40
47 H -1.32 -0.81 0.36  0.10
48 H 0.37 0.76 0.81  -0.51
49 H 0.27 0.55 -0.90  0.52
50 H 3.83 0.31 1.28  0.74
51 H 2.61 -0.83 1.88  0.90
52 H 2.17 0.84 1.84  -0.91
53 H 3.68 1.06 -0.87  0.40
54 H 2.26 1.98 -0.84  0.15
55 H 2.49 0.55 -2.01  -1.06
56 H 0.82 -4.50 -1.39  0.31
57 H 2.63 -4.39 -1.51  0.19
58 H 1.67 -3.35 -2.46  0.03
59 C -4.46 -1.80 1.91  -1.47
60 C -4.08 -1.81 0.41  1.41
61 O -5.18 -2.36 -0.20  -0.59
62 H -5.32 -1.22 2.22  0.34
63 H -3.63 -1.39 2.49  0.34
64 H -4.43 -2.78 2.39  0.36
65 H -3.18 -2.41 0.26  -0.35
66 H -3.92 -0.81 0.03  -0.32
67 H -5.30 -1.64 -0.82  0.44
68 C 1.73 -6.72 3.98  -1.11
69 C 1.06 -6.59 2.63  0.14
70 O 0.65 -7.87 2.23  -0.54
71 H 2.54 -7.45 3.88  0.30
72 H 0.98 -6.93 4.73  0.40
73 H 2.17 -5.76 4.23  0.30
74 H 1.83 -6.34 1.90  0.05
75 H 0.28 -5.84 2.50  0.25
76 H 0.02 -8.16 2.89  0.30
77 C -0.74 5.02 -2.20  -1.51
78 C -0.03 3.72 -2.65  1.48
79 O 0.87 4.13 -3.57  -0.70
80 H -1.42 5.46 -2.92  0.37
81 H -0.09 5.89 -2.13  0.41
82 H -1.25 4.76 -1.27  0.21
83 H -0.67 3.08 -3.27  -0.13
84 H 0.36 3.17 -1.79  -0.51
85 H 1.50 3.42 -3.70  0.37
86 C 5.10 0.52 5.24  -1.63
87 C 4.46 1.48 4.24  0.83
88 O 3.51 2.19 4.93  -0.35
89 H 5.74 1.06 5.94  0.46
90 H 5.57 -0.27 4.65  0.42
91 H 4.34 0.05 5.86  0.37
92 H 4.16 0.87 3.38  -0.28
93 H 5.31 2.02 3.82  0.02
94 H 3.81 2.46 5.81  0.20
95 C 1.27 5.22 7.17  -1.95
96 C -0.14 4.89 6.62  1.30
97 C -0.64 6.22 6.00  -1.06
98 C -1.93 6.05 5.20  -0.92
99 C -1.71 5.08 4.04  -0.80
100 C -1.07 3.76 4.43  2.57
101 N -0.02 3.96 5.43  1.26
102 O 0.70 2.77 5.68  -0.62
103 C -2.12 2.82 4.89  -1.88
104 C -0.33 3.17 3.18  -2.67
105 C -1.09 4.31 7.75  -1.71
106 H 1.83 5.81 6.44  0.23
107 H 1.79 4.30 7.42  0.41
108 H 1.08 5.70 8.14  0.49
109 H -1.00 6.86 6.81  0.37
110 H 0.08 6.65 5.31  0.24
111 H -2.18 7.04 4.83  0.46
112 H -2.78 5.79 5.84  0.41
113 H -1.08 5.57 3.31  -0.06
114 H -2.61 4.91 3.44  0.60
115 H -1.71 1.83 5.06  0.33
116 H -2.43 3.29 5.83  0.42
117 H -3.01 2.82 4.26  0.36
118 H 0.57 3.76 3.01  -0.29
119 H 0.17 2.21 3.29  0.63
120 H -0.83 3.31 2.23  0.51
121 H -1.17 3.22 7.78  0.36
122 H -2.13 4.64 7.70  0.31
123 H -0.74 4.48 8.77  0.44
124 H 1.44 2.90 5.08  0.25
125 C -3.45 -4.51 -3.07  -1.71
126 C -3.56 -5.96 -2.53  1.46
127 C -4.93 -6.50 -2.96  -1.00
128 C -5.04 -8.02 -2.76  -0.89
129 C -3.88 -8.79 -3.44  -1.34
130 C -2.52 -8.26 -2.99  1.70
131 N -2.44 -6.76 -3.00  0.18
132 O -1.11 -6.39 -2.71  0.32
133 C -2.32 -8.84 -1.56  -1.98
134 C -1.57 -8.85 -4.07  -1.70
135 C -3.61 -5.88 -0.93  -1.31
136 H -4.26 -3.84 -2.77  0.46
137 H -3.38 -4.47 -4.16  0.50
138 H -2.65 -3.95 -2.58  -0.05
139 H -5.67 -6.15 -2.24  0.41
140 H -5.24 -6.13 -3.94  0.46
141 H -6.02 -8.23 -3.18  0.45
142 H -5.08 -8.21 -1.69  0.28
143 H -4.11 -8.87 -4.50  0.46
144 H -4.04 -9.82 -3.12  0.45
145 H -1.89 -9.84 -1.60  0.50
146 H -1.47 -8.36 -1.07  0.39
147 H -3.15 -8.74 -0.87  0.31
148 H -1.63 -9.88 -4.42  0.42
149 H -1.80 -8.30 -4.98  0.43
150 H -0.51 -8.89 -3.83  0.14
151 H -4.54 -5.43 -0.58  0.41
152 H -2.76 -5.27 -0.61  -0.07
153 H -3.42 -6.81 -0.41  0.33
154 H -0.83 -5.93 -3.51  0.23
155 C 4.90 4.92 2.95  -1.91
156 C 3.75 5.11 1.87  1.86
157 C 2.67 6.01 2.65  -0.44
158 C 1.77 6.92 1.77  -0.55
159 C 2.42 7.36 0.54  -1.78
160 C 3.42 6.42 -0.24  1.74
161 N 4.31 5.85 0.68  0.45
162 O 5.36 5.24 0.14  -0.46
163 C 2.56 5.32 -1.05  -1.50
164 C 4.19 7.39 -1.24  -2.26
165 C 3.08 3.75 1.48  -0.34
166 H 5.56 4.16 2.53  0.46
167 H 4.53 4.57 3.92  0.27
168 H 5.42 5.82 3.27  0.42
169 H 1.86 5.43 3.09  -0.56
170 H 3.14 6.59 3.45  0.65
171 H 1.33 7.74 2.34  0.59
172 H 0.84 6.42 1.48  0.04
173 H 2.80 8.32 0.87  0.38
174 H 1.69 7.70 -0.19  0.51
175 H 1.92 5.87 -1.75  0.44
176 H 3.21 4.67 -1.63  0.45
177 H 1.80 4.82 -0.46  0.02
178 H 3.49 8.01 -1.81  0.37
179 H 4.77 8.12 -0.68  0.57
180 H 4.89 6.93 -1.93  0.39
181 H 2.00 3.86 1.35  -0.04
182 H 3.35 3.02 2.25  -0.68
183 H 3.47 3.20 0.62  0.38
184 H 5.93 6.01 0.07  0.39
185 O 4.48 -6.22 -2.32  -0.55
186 H 4.64 -6.71 -1.52  0.25
187 H 3.82 -6.74 -2.79  0.29
188 O 2.15 -1.32 -3.58  -0.76
189 H 2.66 -1.17 -2.78  0.00
190 H 1.37 -1.77 -3.28  0.30
191 O 4.65 -2.18 1.83  -0.75
192 H 4.58 -1.28 2.14  0.30
193 H 4.17 -2.19 1.00  0.16
194 O 1.91 -7.30 -3.25  -0.73
195 H 1.31 -7.88 -2.77  0.29
196 H 1.45 -6.47 -3.32  0.35
197 O 0.13 -4.80 -4.72  -0.63
198 H 0.94 -4.49 -5.13  0.27
199 H -0.52 -4.13 -4.94  0.22
200 O 4.63 -3.30 -3.98  -0.72
201 H 4.68 -2.51 -4.52  0.31
202 H 3.94 -3.11 -3.35  0.30
203 O 6.80 -0.39 -0.91  -0.68
204 H 5.97 -0.78 -1.19  0.28
205 H 6.58 0.52 -0.72  0.32
206 O 5.68 -4.00 -0.51  -0.66
207 H 5.93 -4.23 0.39  0.31
208 H 5.02 -3.32 -0.40  0.28
209 O 2.68 1.86 -4.13  -0.61
210 H 2.26 1.51 -3.35  0.43
211 H 2.52 1.21 -4.81  0.29

Values from the calculation:
Energy in hartree: -3727.96656
M in g/mol: 1130.680
Net charge: -2
HOMO-LUMO gap in eV: 3.62

(2)
A molecular structure, C53H38ClCsN3O2P2SSe. Source: OMol25; level of theory: ωB97M-V/def2-TZVPD.

Last column: Mulliken charge in e.
Geometry (Å):
1 Cs -1.03 -1.11 -1.06  1.25
2 Cl -7.38 2.76 -5.05  -0.29
3 C -5.96 1.97 -4.60  0.44
4 C -4.72 2.59 -4.61  -0.50
5 C -3.66 2.02 -3.97  -0.35
6 C -3.83 0.79 -3.25  0.00
7 O -2.82 0.32 -2.68  -0.37
8 C -5.19 0.31 -3.08  0.43
9 C -5.50 -0.50 -1.93  -0.66
10 N -4.59 -1.10 -1.18  -0.16
11 C -4.96 -1.60 0.04  -0.17
12 C -5.92 -1.03 0.94  -0.21
13 C -6.16 -1.47 2.23  -0.83
14 C -5.39 -2.50 2.74  -0.71
15 C -4.59 -3.23 1.86  0.86
16 C -3.96 -4.43 2.27  -0.65
17 C -3.05 -5.06 1.45  -0.80
18 C -2.71 -4.48 0.23  -0.15
19 N -3.22 -3.30 -0.15  -0.17
20 C -4.21 -2.75 0.55  0.37
21 C -6.21 0.75 -3.95  -0.90
22 H -4.67 3.57 -5.10  0.34
23 H -2.62 2.47 -4.04  0.34
24 H -6.59 -0.68 -1.84  0.38
25 H -6.48 -0.20 0.51  0.47
26 H -6.85 -0.94 2.92  0.32
27 H -5.40 -2.75 3.80  0.39
28 H -4.21 -4.84 3.25  0.40
29 H -2.60 -6.00 1.63  0.46
30 H -2.10 -5.01 -0.53  0.23
31 H -7.21 0.36 -3.87  0.40
32 O 4.11 0.69 1.22  -0.71
33 S 2.81 0.07 0.92  1.05
34 C 1.98 -0.08 2.63  -0.12
35 C 2.55 -0.97 3.51  -1.36
36 C 1.82 -2.05 4.04  -0.01
37 C 0.41 -2.07 3.84  -0.61
38 C -0.16 -0.97 3.24  -1.00
39 C 0.60 0.15 2.83  1.08
40 P -0.19 1.72 2.99  -0.35
41 C 0.18 2.65 1.58  0.38
42 C -0.88 2.57 0.58  -1.07
43 C -0.80 3.30 -0.58  -0.29
44 C 0.22 4.26 -0.72  -0.60
45 C 1.25 4.33 0.20  -0.54
46 C 1.23 3.58 1.37  0.05
47 C 0.54 2.71 4.27  0.69
48 C 1.15 2.13 5.39  -0.57
49 C 1.37 2.93 6.52  -0.47
50 C 1.07 4.28 6.55  -0.53
51 C 0.53 4.86 5.43  -0.51
52 C 0.15 4.06 4.35  -0.66
53 C 3.08 -1.70 0.47  -0.71
54 C 3.47 -2.68 1.34  -0.42
55 C 3.15 -4.04 1.10  -0.58
56 C 2.72 -4.39 -0.17  -0.93
57 C 2.63 -3.41 -1.17  -0.67
58 C 2.95 -2.04 -0.90  1.30
59 P 4.06 -1.39 -2.24  -0.28
60 C 2.87 -0.81 -3.43  0.31
61 C 1.56 -1.21 -3.66  0.42
62 C 0.83 -0.74 -4.76  -0.86
63 C 1.45 0.01 -5.72  -0.49
64 C 2.75 0.44 -5.54  -0.62
65 C 3.43 0.04 -4.42  -0.23
66 C 4.75 0.23 -1.81  0.53
67 C 6.14 0.38 -1.70  -0.66
68 C 6.70 1.62 -1.50  -0.70
69 C 5.88 2.70 -1.23  -0.55
70 C 4.51 2.58 -1.40  -0.28
71 C 3.93 1.37 -1.70  -0.18
72 H 3.59 -0.95 3.67  0.69
73 H 2.30 -2.84 4.66  0.36
74 H -0.23 -2.88 4.15  0.49
75 H -1.22 -0.80 3.11  0.65
76 H -1.76 1.97 0.76  0.67
77 H -1.54 3.06 -1.35  0.40
78 H 0.24 4.87 -1.65  0.31
79 H 2.06 5.04 0.05  0.48
80 H 1.98 3.75 2.11  0.55
81 H 1.45 1.09 5.38  0.26
82 H 1.83 2.46 7.38  0.37
83 H 1.28 4.88 7.45  0.34
84 H 0.33 5.97 5.39  0.29
85 H -0.40 4.49 3.54  0.48
86 H 4.03 -2.40 2.25  0.47
87 H 3.30 -4.79 1.87  0.42
88 H 2.57 -5.43 -0.43  0.49
89 H 2.40 -3.58 -2.23  0.42
90 H 1.12 -1.95 -3.00  0.05
91 H -0.21 -1.01 -4.73  0.52
92 H 0.86 0.33 -6.59  0.32
93 H 3.24 1.12 -6.27  0.35
94 H 4.50 0.37 -4.24  0.23
95 H 6.77 -0.48 -1.78  0.42
96 H 7.76 1.69 -1.42  0.38
97 H 6.28 3.68 -1.02  0.39
98 H 3.86 3.46 -1.20  0.26
99 H 2.88 1.33 -1.91  0.67
100 Se -0.24 -5.62 -3.21  -0.38
101 C -0.81 -3.99 -2.97  0.00
102 N -1.23 -2.85 -3.01  -0.78

Values from the calculation:
Energy in hartree: -6319.73394
M in g/mol: 1090.239
Net charge: -1
HOMO-LUMO gap in eV: 4.89

(3)
A molecular structure, C53H39AsN6O2S2Ti. Source: OMol25; level of theory: ωB97M-V/def2-TZVPD.

Last column: Mulliken charge in e.
Geometry (Å):
1 Ti -0.34 0.20 0.60  -0.58
2 C 12.84 -1.34 4.34  -0.84
3 O 12.25 -1.73 3.12  -0.47
4 C 10.93 -1.45 2.94  0.98
5 C 10.39 -1.84 1.71  -0.64
6 C 9.06 -1.60 1.43  -0.46
7 C 8.24 -0.98 2.37  0.18
8 C 8.79 -0.60 3.59  -0.72
9 C 10.13 -0.83 3.88  -0.66
10 C 6.83 -0.74 2.04  0.23
11 N 6.26 -1.02 0.89  -0.80
12 C 4.95 -0.63 1.02  0.57
13 C 4.71 -0.12 2.27  0.41
14 N 5.92 -0.20 2.92  -0.10
15 C 3.44 0.32 2.77  0.79
16 C 3.16 0.82 4.02  -1.21
17 C 1.82 1.20 4.27  -1.40
18 C 0.85 0.98 3.33  -0.33
19 N 1.05 0.38 2.11  1.43
20 C 2.39 0.16 1.82  -0.62
21 C 2.63 -0.28 0.52  -0.26
22 N 1.50 -0.35 -0.24  0.54
23 C 1.63 -0.82 -1.51  -0.39
24 C 2.82 -1.24 -2.03  -1.19
25 C 3.99 -1.20 -1.24  -0.37
26 C 3.90 -0.73 0.05  0.44
27 H 13.88 -1.65 4.29  0.24
28 H 12.36 -1.85 5.19  0.34
29 H 12.79 -0.26 4.49  0.34
30 H 11.04 -2.32 0.99  0.42
31 H 8.64 -1.90 0.48  0.50
32 H 8.19 -0.09 4.34  0.25
33 H 10.52 -0.51 4.83  0.40
34 H 6.11 0.09 3.86  0.21
35 H 3.92 0.96 4.78  0.43
36 H 1.54 1.66 5.20  0.44
37 H -0.16 1.28 3.54  0.13
38 H 0.72 -0.84 -2.09  0.41
39 H 2.86 -1.59 -3.05  0.47
40 H 4.94 -1.55 -1.63  0.57
41 S -0.04 2.76 0.29  -0.46
42 C -1.43 2.39 -0.63  0.58
43 N -1.72 1.12 -0.83  0.13
44 C -2.90 0.94 -1.52  -1.00
45 C -3.50 -0.29 -1.82  -0.03
46 C -4.72 -0.29 -2.47  -1.00
47 C -5.35 0.91 -2.82  -0.59
48 C -4.77 2.13 -2.51  -0.58
49 C -3.55 2.13 -1.86  1.00
50 S -2.61 3.49 -1.29  -0.20
51 H -3.00 -1.20 -1.52  0.68
52 H -5.19 -1.23 -2.72  0.44
53 H -6.31 0.88 -3.32  0.39
54 H -5.28 3.06 -2.76  0.44
55 O -0.90 -1.64 -0.22  1.33
56 As -0.51 -3.15 0.40  1.51
57 C -0.95 -4.37 -1.02  -0.12
58 C -1.24 -3.84 -2.27  -0.05
59 C -1.58 -4.70 -3.30  -0.85
60 C -1.62 -6.07 -3.09  -0.43
61 C -1.32 -6.59 -1.83  -0.78
62 C -0.99 -5.74 -0.79  -0.36
63 C -1.73 -3.53 1.83  0.02
64 C -3.08 -3.57 1.48  -0.79
65 C -4.05 -3.70 2.45  -0.69
66 C -3.68 -3.80 3.79  -0.51
67 C -2.34 -3.78 4.14  -0.94
68 C -1.36 -3.64 3.16  0.27
69 C 1.30 -3.42 0.95  0.62
70 C 2.13 -4.18 0.14  -0.68
71 C 3.45 -4.40 0.52  -1.10
72 C 3.92 -3.87 1.72  -0.60
73 C 3.08 -3.11 2.52  -1.26
74 C 1.77 -2.88 2.14  0.14
75 H -1.20 -2.77 -2.42  0.18
76 H -1.82 -4.30 -4.28  0.43
77 H -1.89 -6.74 -3.90  0.40
78 H -1.36 -7.66 -1.67  0.41
79 H -0.76 -6.15 0.19  0.42
80 H -3.37 -3.48 0.44  0.33
81 H -5.10 -3.72 2.17  0.43
82 H -4.44 -3.90 4.56  0.41
83 H -2.05 -3.86 5.18  0.43
84 H -0.32 -3.63 3.45  0.51
85 H 1.77 -4.59 -0.80  0.42
86 H 4.11 -4.97 -0.12  0.41
87 H 4.95 -4.03 2.01  0.39
88 H 3.45 -2.67 3.44  0.41
89 H 1.14 -2.22 2.73  0.36
90 C -1.92 0.03 2.18  -0.32
91 C -2.94 1.09 2.05  0.22
92 C -4.15 0.82 1.40  0.23
93 C -5.11 1.80 1.21  -1.01
94 C -4.89 3.09 1.69  0.50
95 C -3.70 3.37 2.36  -1.22
96 C -2.74 2.39 2.53  0.02
97 C -5.86 4.11 1.46  -0.02
98 N -6.63 4.95 1.27  -0.60
99 H -2.39 -0.94 1.98  -0.65
100 H -1.49 -0.03 3.18  1.05
101 H -4.34 -0.18 1.03  0.41
102 H -6.03 1.56 0.69  0.45
103 H -3.52 4.38 2.73  0.45
104 H -1.82 2.66 3.03  0.29

Values from the calculation:
Energy in hartree: -6403.83251
M in g/mol: 978.858
HOMO-LUMO gap (spin up / spin down) in eV: 5.33 / 5.41

Which of these has the highest M?
C53H135N5O18